1.
DFT (wB97M-V/def2-TZVPD) results for C33H34CoN3O6S3 as an isolated structure.

The geometry in XYZ format:
```
80
Properties=species:S:1:pos:R:3:forces:R:3
Co 0.402 -0.419 0.822 -0.745 -0.193 -0.496
C 1.279 -2.315 3.789 0.026 -0.158 -0.157
C 1.775 -2.888 2.438 0.122 -0.031 0.409
N 0.795 -2.649 1.391 0.378 0.328 -0.474
C -0.456 -3.395 1.522 -0.369 0.178 -0.034
C -1.696 -2.542 1.160 0.167 -0.437 -0.099
N -1.551 -1.133 1.512 0.200 0.431 -0.581
C -1.947 -0.769 2.867 0.135 0.060 0.485
C -1.019 -1.378 3.929 -0.311 0.247 -0.198
N 0.373 -1.208 3.566 0.225 0.258 0.174
H 2.144 -1.994 4.375 -0.049 -0.089 -0.031
H 0.782 -3.107 4.363 0.044 0.124 -0.014
H 2.000 -3.958 2.561 0.042 0.115 -0.059
H 2.690 -2.373 2.142 0.001 -0.032 -0.036
H 1.208 -2.834 0.482 -0.025 -0.032 0.052
H -0.544 -3.757 2.546 0.087 -0.058 -0.048
H -0.457 -4.273 0.861 0.012 0.059 0.211
H -2.576 -2.983 1.650 0.076 0.087 -0.078
H -1.844 -2.595 0.081 -0.030 0.013 0.218
H -2.079 -0.536 0.864 0.107 -0.079 0.056
H -2.975 -1.100 3.079 0.091 0.112 -0.106
H -1.898 0.317 2.923 -0.092 -0.031 0.011
H -1.239 -2.442 4.026 0.056 0.010 0.082
H -1.255 -0.904 4.891 -0.042 -0.144 -0.061
H 0.730 -0.321 3.886 -0.011 -0.130 -0.018
O -3.572 2.742 -1.561 -0.078 -0.169 0.079
C -2.428 3.313 -1.968 0.281 0.079 0.001
C -2.476 4.334 -2.919 -0.213 -0.067 0.060
C -1.320 4.962 -3.330 0.032 -0.051 0.084
C -0.091 4.604 -2.792 0.151 0.066 0.026
C -0.029 3.579 -1.871 -0.096 0.073 0.011
C -1.181 2.910 -1.467 -0.061 -0.101 0.091
C -1.065 1.723 -0.565 -0.081 0.339 -0.338
O -2.101 1.172 -0.121 -0.478 -0.081 0.178
O 0.102 1.313 -0.353 0.617 -0.718 0.726
H -3.304 2.056 -0.894 -0.058 0.117 -0.150
H -3.438 4.627 -3.310 -0.125 0.000 -0.050
H -1.367 5.746 -4.070 -0.071 0.120 -0.085
H 0.807 5.119 -3.100 0.081 0.023 -0.019
H 0.913 3.266 -1.449 0.064 -0.045 0.011
O 0.304 -1.340 -0.812 0.367 0.407 1.868
C 0.104 -1.634 -2.148 -0.219 0.163 -0.769
C 0.308 -0.412 -3.011 0.103 0.270 0.207
C -0.498 0.098 -3.986 0.145 -0.172 0.129
C 0.042 1.254 -4.588 0.235 0.215 -0.073
C 1.237 1.608 -4.045 0.144 -0.247 0.147
S 1.721 0.554 -2.782 -0.334 0.097 -0.512
C -1.318 -2.126 -2.347 -0.166 -0.342 -0.033
C -2.444 -1.479 -1.931 0.257 -0.081 -0.153
C -3.631 -2.186 -2.223 -0.069 -0.031 0.010
C -3.393 -3.359 -2.860 0.365 -0.188 -0.185
S -1.712 -3.621 -3.127 -0.347 0.383 0.291
C 1.099 -2.716 -2.530 0.304 0.074 -0.060
C 1.205 -3.956 -1.967 -0.043 0.202 -0.080
C 2.286 -4.704 -2.477 0.138 -0.130 -0.031
C 2.984 -4.025 -3.423 -0.104 0.412 -0.207
S 2.344 -2.454 -3.696 -0.123 -0.613 0.262
H -1.439 -0.337 -4.272 -0.129 -0.113 0.000
H -0.441 1.799 -5.380 -0.052 0.113 -0.096
H 1.868 2.434 -4.303 0.086 0.268 -0.085
H -2.417 -0.536 -1.419 0.037 0.287 0.073
H -4.612 -1.828 -1.963 -0.182 0.012 0.020
H -4.108 -4.087 -3.189 -0.149 -0.150 -0.109
H 0.515 -4.340 -1.237 -0.168 -0.008 0.186
H 2.526 -5.701 -2.152 0.072 -0.203 0.010
H 3.832 -4.351 -3.991 0.194 -0.113 -0.065
O 0.208 1.240 2.255 -0.442 -0.336 -0.332
C 1.446 1.425 2.156 0.017 0.224 0.453
O 2.160 0.550 1.598 0.002 -0.630 -0.595
C 2.011 2.666 2.754 0.038 0.176 0.050
C 3.306 2.746 3.257 -0.157 -0.143 -0.139
C 3.735 3.918 3.859 0.101 0.022 0.022
C 2.888 5.014 3.942 0.033 -0.056 0.000
C 1.601 4.939 3.432 0.019 0.050 0.001
C 1.164 3.768 2.846 -0.030 -0.161 -0.032
H 3.960 1.887 3.184 0.030 -0.022 -0.033
H 4.735 3.983 4.267 0.021 -0.024 -0.015
H 3.234 5.926 4.405 0.034 0.081 0.054
H 0.935 5.787 3.496 -0.019 0.088 -0.002
H 0.163 3.680 2.451 -0.072 0.027 -0.010
```
Forces are in eV/Å.

Computed properties:
**HOMO-LUMO gap (spin up / spin down)**: 8.342 / 6.198 eV
**M**: 723.784 g mol⁻¹
**⟨S²⟩**: 6.0133
**Multiplicity**: 5
**Energy above the lowest of the compared OMol25 structures with the same formula, charge and spin**: 24.29 kcal per mole
**Largest force on an atom**: 1.9 eV/Å
**Total charge**: 0

2.
DFT (wB97M-V/def2-TZVPD) results for one molecule with the formula C3H2Cl2.

The geometry in XYZ format:
```
7
Properties=species:S:1:pos:R:3:forces:R:3
C 0.053 -0.044 0.439 2.517 0.922 2.510
C -0.583 1.213 0.300 -7.656 3.344 -4.753
C -1.675 1.715 -0.233 4.424 0.282 2.585
H 0.252 -0.041 1.542 -0.057 -1.214 -0.928
H -2.476 2.513 -0.519 1.923 -2.052 0.721
Cl -0.993 -1.327 -0.093 0.843 -0.555 -0.208
Cl 1.902 0.164 -0.145 -1.994 -0.726 0.074
```
Forces are in eV/Å.

Computed properties:
**HOMO-LUMO gap**: 10.204 eV
**M**: 108.955 g mol⁻¹
**Multiplicity**: 1
**Energy above the lowest of the compared OMol25 structures with the same formula, charge and spin**: 38.35 kcal per mole
**Largest force on an atom**: 9.6 eV/Å
**Total charge**: 0

3.
DFT (wB97M-V/def2-TZVPD) results for one molecule with the formula C5H5N3O.

The geometry in XYZ format:
```
14
Properties=species:S:1:pos:R:3:forces:R:3
C -1.589 0.336 0.546 -1.021 -2.908 -0.488
C 0.458 1.539 0.593 1.309 0.668 1.203
C 1.473 -0.600 -0.467 2.894 -2.401 1.975
C 0.389 -0.943 -1.450 -1.676 -1.848 -0.897
C -0.508 -1.499 -2.119 4.427 3.055 3.022
H -1.287 -0.721 2.122 0.052 0.248 0.357
H -2.114 0.272 -0.447 0.534 0.890 0.917
H 0.914 2.560 0.943 -0.537 -2.036 -0.923
H 2.228 0.754 0.867 0.941 -0.723 -0.173
H -1.256 -1.616 -2.822 -1.126 -0.625 -0.846
N -1.854 -0.690 1.282 0.421 1.189 -0.740
N -0.763 1.398 0.791 -0.810 0.838 -0.528
N 1.432 0.525 0.311 -2.227 2.590 -0.508
O 2.477 -1.315 -0.151 -3.183 1.064 -2.371
```
Forces are in eV/Å.

Computed properties:
**HOMO-LUMO gap**: 9.644 eV
**M**: 123.115 g mol⁻¹
**Multiplicity**: 1
**Energy above the lowest of the compared OMol25 structures with the same formula, charge and spin**: 88.60 kcal per mole
**Largest force on an atom**: 6.2 eV/Å
**Total charge**: 0

4.
DFT (wB97M-V/def2-TZVPD) results for C22H28N4O2 as an isolated structure.

The geometry in XYZ format:
```
56
Properties=species:S:1:pos:R:3:forces:R:3
C -5.515 0.404 1.206 1.559 0.441 -1.543
N -4.817 0.821 -0.124 -6.077 -0.362 0.904
C -3.474 1.190 -0.223 -8.833 -0.334 -5.832
C -2.984 1.475 -1.429 -1.311 1.388 -6.315
C -1.667 1.595 -1.630 1.332 -0.640 9.014
C -0.918 1.539 -0.313 -0.705 0.786 -1.530
C -1.538 1.090 1.005 5.686 3.242 -7.927
C -2.817 0.996 0.805 2.065 -2.662 12.069
H -3.256 0.711 1.786 -0.710 0.127 -1.061
H -0.777 1.064 1.697 0.600 -0.424 2.455
C 0.487 2.087 -0.439 -3.740 -1.416 -2.727
N 1.244 1.638 0.367 6.788 -2.883 7.302
N 2.689 1.618 0.220 -1.226 4.163 -3.123
C 3.600 1.301 1.196 -2.985 -1.040 -3.167
O 3.248 0.521 1.984 -1.629 -2.845 5.667
C 4.950 1.453 0.887 4.856 -1.434 -3.400
H 5.219 2.403 0.857 1.149 4.789 0.558
H 5.623 0.961 1.590 -0.456 -0.187 -0.015
C 5.506 1.085 -0.700 -13.667 -8.131 6.386
C 5.504 -0.497 -0.634 0.489 0.079 -4.037
C 4.251 -1.357 -0.441 -0.666 5.015 8.398
H 3.944 -1.053 0.849 0.977 -1.456 -3.235
H 4.538 -2.299 -0.362 1.062 -4.385 -0.050
C 2.999 -1.017 -1.035 10.548 -2.122 -10.121
N 1.846 -1.106 -0.695 -9.791 2.031 15.079
C 0.804 -1.720 -1.043 -4.997 -3.359 -5.238
O 0.684 -2.246 -2.212 0.523 1.128 2.756
C -0.425 -1.723 -0.164 -1.262 -2.276 4.167
C -0.439 -2.041 1.361 9.234 2.783 -4.744
C -1.461 -2.250 2.083 -7.803 1.424 -17.930
C -2.727 -2.185 1.357 -0.458 -1.253 -0.079
C -2.880 -2.192 -0.094 2.408 0.803 6.931
C -1.684 -1.927 -0.711 0.642 -0.400 -4.076
H -1.797 -2.009 -1.828 0.812 0.531 0.978
H -3.849 -2.299 -0.440 -1.382 -0.056 -1.310
H -3.576 -2.272 2.047 -0.156 -0.049 -0.683
H -1.383 -2.307 2.911 1.062 -1.577 18.583
H 0.600 -1.946 2.006 -2.250 -0.341 -2.064
H 1.781 -0.804 0.477 -0.340 -0.659 -3.769
H 2.898 -1.604 -1.979 1.044 -0.046 -0.620
H 3.166 -0.116 -1.429 0.794 4.188 -1.713
H 6.225 -0.794 0.121 0.408 -0.492 -0.479
H 5.700 -0.824 -1.755 1.045 0.463 2.006
H 4.638 1.202 -1.350 0.407 1.019 -0.263
H 6.265 1.473 -0.969 9.965 5.103 -3.102
H 3.140 2.281 -0.484 -1.419 -0.850 0.832
H 0.989 2.278 -1.327 -0.144 1.551 -2.672
H -1.135 1.937 -2.383 1.944 1.347 -3.933
H -3.606 1.707 -2.398 0.657 -0.826 2.297
C -5.964 1.161 -1.196 15.737 1.206 -4.849
H -5.725 2.185 -1.622 -0.960 -0.831 0.946
H -6.843 0.955 -1.015 -8.505 -2.295 2.319
H -5.403 0.505 -2.190 -2.569 1.469 2.529
H -6.534 0.034 1.047 0.320 0.513 -0.260
H -5.433 1.133 1.990 -0.646 1.254 0.056
H -4.994 -0.367 1.730 0.579 -1.213 -0.366
```
Forces are in eV/Å.

Computed properties:
**HOMO-LUMO gap**: 7.701 eV
**M**: 380.492 g mol⁻¹
**Multiplicity**: 1
**Energy above the lowest of the compared OMol25 structures with the same formula, charge and spin**: 478.97 kcal per mole
**Largest force on an atom**: 19.6 eV/Å
**Total charge**: 0

5.
DFT (wB97M-V/def2-TZVPD) results for C4H16N4 as an isolated structure.

The geometry in XYZ format:
```
24
Properties=species:S:1:pos:R:3:forces:R:3
C -1.093 0.880 -0.115 0.576 -1.901 -0.149
C -0.741 -0.795 -1.048 -2.226 0.758 -0.366
C -1.355 0.518 1.335 -0.125 0.087 -0.286
N -0.080 1.830 -0.220 1.784 0.310 0.463
N -2.276 1.323 -0.752 -0.175 -0.143 -0.102
N 0.011 -2.059 -1.035 0.489 0.561 0.447
H 0.036 2.185 -1.162 -0.098 0.001 -0.010
H 0.873 1.414 0.099 -1.819 0.976 -0.654
H -3.043 0.670 -0.664 0.056 -0.007 -0.069
H -2.136 1.560 -1.726 -0.029 -0.032 -0.015
H 0.936 -1.961 -1.436 0.025 -0.123 0.117
H 0.106 -2.423 -0.095 0.067 -0.128 0.005
H -1.778 -1.145 -0.948 0.013 0.247 0.037
H -0.693 -0.412 -2.078 0.149 0.084 0.112
H -1.812 1.378 1.827 0.029 0.037 0.041
H -0.422 0.291 1.843 0.058 -0.091 0.038
H -2.033 -0.329 1.411 -0.013 -0.123 0.037
C 2.363 -0.591 1.210 0.058 -0.356 0.051
N 1.952 0.140 0.022 -0.808 -1.095 -0.793
H 2.711 0.197 -0.651 -0.197 -0.047 0.029
H 1.095 -0.330 -0.440 2.152 0.939 1.016
H 3.104 -0.020 1.774 -0.044 -0.019 -0.060
H 2.782 -1.582 0.993 -0.001 0.045 0.097
H 1.495 -0.737 1.856 0.081 0.021 0.016
```
Forces are in eV/Å.

Computed properties:
**HOMO-LUMO gap**: 8.250 eV
**M**: 120.200 g mol⁻¹
**Multiplicity**: 1
**Energy above the lowest of the compared OMol25 structures with the same formula, charge and spin**: 48.96 kcal per mole
**Largest force on an atom**: 2.6 eV/Å
**Total charge**: 0

6.
DFT (wB97M-V/def2-TZVPD) results for one molecule with the formula C2H5NOS.

The geometry in XYZ format:
```
10
Properties=species:S:1:pos:R:3:forces:R:3
C -0.052 0.491 0.562 -2.669 6.990 5.064
C 0.310 -0.808 0.424 1.264 -4.889 -3.986
H -1.246 0.639 -0.924 -0.820 -3.813 -8.990
H -1.190 2.205 -0.175 -0.163 -4.716 0.199
H 1.303 -0.933 0.632 1.991 -0.110 2.259
H -0.385 -1.379 0.995 -0.221 -1.061 0.189
H 1.410 -0.626 -1.763 0.699 0.998 -0.110
N -1.210 1.020 -0.138 3.550 7.637 9.379
O 0.398 0.967 1.670 -1.527 -0.076 -4.175
S 0.661 -1.575 -1.283 -2.103 -0.960 0.171
```
Forces are in eV/Å.

Computed properties:
**HOMO-LUMO gap**: 10.144 eV
**M**: 91.135 g mol⁻¹
**Multiplicity**: 1
**Energy above the lowest of the compared OMol25 structures with the same formula, charge and spin**: 63.87 kcal per mole
**Largest force on an atom**: 12.6 eV/Å
**Total charge**: 0